ORCA calculation (ωB97M-V/def2-TZVPD) on a molecular structure, C18H46F6KN7O26S5 at a distorted geometry.

Computed properties:
HOMO-LUMO gap: 0.2346 Eh
charge: 0
HOMO: -7.89 eV

Geometry as XYZ:
```
109
C18H46F6KN7O26S5 ωB97M-V/def2-TZVPD
K 1.772 2.510 -1.168
C 1.906 1.545 2.728
F 0.702 1.754 3.232
F 2.607 2.623 2.680
F 2.527 0.721 3.589
S 1.960 0.705 0.990
O 3.184 1.124 0.346
O 1.832 -0.754 1.260
N 0.665 1.555 0.038
S -0.496 0.613 -0.395
O -0.421 0.145 -1.812
O -0.843 -0.397 0.633
C -2.009 2.008 -0.545
F -1.616 3.061 -1.356
F -3.208 1.540 -0.965
F -2.227 2.405 0.720
C 0.163 4.220 1.323
O 0.620 3.536 0.251
H 0.016 5.252 1.003
H -0.709 3.666 1.671
H 0.803 4.354 2.195
H 0.525 2.582 0.300
O -1.745 -1.337 -3.872
S -1.644 -2.493 -2.935
O -0.308 -2.943 -2.511
O -2.499 -2.166 -1.550
C -3.387 -1.065 -1.609
C -3.762 -0.707 -0.141
C -2.652 -3.892 -3.654
H -4.266 -1.175 -2.245
H -2.868 -0.170 -1.952
H -4.108 0.327 -0.110
H -2.764 -0.764 0.292
H -4.579 -1.331 0.223
H -3.010 -4.523 -2.840
H -1.944 -4.533 -4.180
H -3.336 -3.416 -4.357
O 1.174 1.382 -2.311
S 1.776 0.507 -3.358
O 2.460 1.007 -4.539
O 2.896 -0.539 -2.562
C 2.508 -1.191 -1.345
C 2.406 -2.692 -1.674
C 0.610 -0.834 -3.897
H 1.612 -0.730 -0.928
H 3.264 -1.047 -0.573
H 1.679 -2.975 -2.435
H 2.099 -3.218 -0.770
H 3.390 -2.929 -2.078
H -0.343 -0.394 -4.190
H 0.495 -1.520 -3.058
H 1.110 -1.384 -4.694
O -6.448 -1.124 2.690
S -5.754 -1.422 1.447
O -6.495 -1.391 0.214
O -4.395 -0.460 1.423
C -3.502 -0.427 2.537
C -3.026 0.989 2.727
C -4.978 -3.091 1.609
H -2.639 -1.077 2.392
H -3.884 -0.813 3.483
H -2.573 1.315 1.791
H -2.307 0.968 3.547
H -3.792 1.686 3.066
H -3.935 -2.973 1.314
H -5.623 -3.739 1.017
H -5.153 -3.361 2.651
C 4.968 0.848 -0.384
N 4.694 1.829 -1.498
O 3.486 2.128 -1.750
O 5.681 2.307 -2.097
H 5.205 1.347 0.556
H 5.784 0.171 -0.633
H 4.091 0.243 -0.156
C -0.236 -0.853 3.130
N -1.229 -1.319 4.159
O -1.973 -0.511 4.663
O -1.302 -2.513 4.429
H -0.737 -0.125 2.493
H 0.207 -1.564 2.433
H 0.557 -0.468 3.771
C -1.041 1.440 -3.748
N -2.432 1.932 -3.345
O -2.662 3.134 -3.181
O -3.219 0.999 -3.050
H -0.506 0.989 -2.913
H -0.413 2.311 -3.940
H -1.260 0.763 -4.574
C -0.090 -2.248 -0.049
N -0.972 -2.962 0.922
O -0.524 -3.957 1.384
O -2.025 -2.389 1.191
H 0.398 -1.632 0.707
H -0.791 -1.710 -0.687
H 0.566 -3.031 -0.430
C 4.455 -0.265 2.470
N 4.076 -1.750 2.147
O 4.055 -2.582 3.056
O 3.934 -2.045 0.955
H 5.453 -0.161 2.896
H 3.579 0.022 3.052
H 4.506 0.296 1.537
C 4.244 4.520 1.481
N 3.834 3.425 0.612
O 3.178 3.717 -0.338
O 4.082 2.258 0.948
H 4.747 5.254 0.851
H 4.823 4.116 2.312
H 3.302 4.929 1.846
```